# H4NO2PS

A structure of composition H4NO2PS in a non-equilibrium geometry (ωB97M-V with the def2-TZVPD basis set, OMol25).

Last column: Mulliken charge in e.
Element x y z (Å)
N (1.76, -1.13, -0.14)  -0.513
O (0.11, 1.46, -0.81)  -0.413
O (0.15, 0.77, 1.60)  -0.418
P (0.07, 0.22, 0.09)  0.637
S (-2.01, -0.41, -0.27)  -0.315
H (1.43, -1.48, -1.13)  0.163
H (-0.51, 2.22, -0.53)  0.343
H (0.69, 0.08, 1.82)  0.316
H (-1.70, -1.72, -0.63)  0.199

Strongest force on any atom in eV/A: 5.2
Energy above the lowest of the compared OMol25 structures with the same formula, charge and spin in kcal/mol: 110.04